(1)
Here is 2 unconnected molecules or ions with the total composition C3H8O2S in a non-equilibrium geometry from the Open Molecules 2025 dataset. Energies are from ωB97M-V with the def2-TZVPD basis set.

Calculated total energy (eV): -18168.252
LUMO (eV): 6.109
ΔE to the lowest compared entry with this formula, charge and spin (eV): 1.206
Strongest force on any atom (eV/Å): 4.052
Highest occupied orbital energy (hartree): 0.019
Molar mass (g mol⁻¹): 108.16

Structure (ORCA input):
```
! RIJCOSX wB97M-V def2-TZVPD def2/J DEFGRID3
* xyz -2 1
C -0.01884 -0.11571 0.73087
O 0.98741 0.90125 0.81444
C -0.71714 -0.10738 -0.67972
C -1.63923 -1.37106 -0.89645
S -2.72921 -1.40243 -2.32446
H -0.83314 -0.06982 1.45968
H 0.58283 -1.07967 0.99301
H -1.34916 0.70143 -1.11596
H 0.17059 -0.08154 -1.39458
H -0.96579 -2.16333 -1.10412
H -2.06436 -1.66131 0.09064
H 2.14933 1.63081 1.24900
H 3.31721 2.62238 0.70077
O 3.10950 2.19639 1.47690
*
```

Mulliken atomic charge list, values in e, 2 entries:
1. C -0.52
2. O -0.83



(2)
Here is 2 unconnected molecules or ions with the total composition C3H8O2S in a non-equilibrium geometry from the Open Molecules 2025 dataset. Energies are from ωB97M-V with the def2-TZVPD basis set.

Calculated total energy (eV): -18169.912
LUMO (eV): 0.639
ΔE to the lowest compared entry with this formula, charge and spin (eV): 1.332
SMILES string: O=CO.CSC
Strongest force on any atom (eV/Å): 2.122
Highest occupied orbital energy (hartree): -0.314
Molar mass (g mol⁻¹): 108.16

Structure (ORCA input):
```
! RIJCOSX wB97M-V def2-TZVPD def2/J DEFGRID3
* xyz 0 1
C -1.69765 -3.56280 -0.82003
S -0.05679 -3.32439 -1.52218
C 1.08581 -3.61895 -0.15952
H -2.00002 -4.58581 -0.53838
H -2.38975 -3.51753 -1.67047
H -1.98760 -2.76799 -0.13976
H 1.72831 -2.74037 0.07119
H 0.62898 -3.78043 0.79767
H 1.56236 -4.52504 -0.52831
O -0.68339 6.76270 1.64918
C 0.27084 6.28225 1.14131
O 1.38113 7.05609 1.00256
H 0.34877 5.33557 0.58148
H 1.80900 6.98669 0.13526
*
```

Mulliken atomic charge list, values in e, 2 entries:
1. C -0.86
2. S -0.08



(3)
Here is 2 unconnected molecules or ions with the total composition C3H8O2S from the Open Molecules 2025 dataset. Energies are from ωB97M-V with the def2-TZVPD basis set.

Calculated total energy (eV): -18171.006
LUMO (eV): 0.700
ΔE to the lowest compared entry with this formula, charge and spin (eV): 0.239
SMILES string: O=CO.CCS
Strongest force on any atom (eV/Å): 0.713
Highest occupied orbital energy (hartree): -0.346
Molar mass (g mol⁻¹): 108.16

Structure (ORCA input):
```
! RIJCOSX wB97M-V def2-TZVPD def2/J DEFGRID3
* xyz 0 1
C -1.27683 -0.99361 -0.38996
C -1.03747 0.31906 -1.12352
S -0.74901 1.72686 -0.01995
H -0.51217 -1.21286 0.35738
H -2.25211 -0.96773 0.09528
H -1.26171 -1.82288 -1.09774
H -1.89290 0.49917 -1.76728
H -0.11729 0.26996 -1.72087
H -2.00693 2.09125 0.24069
O 2.45584 -0.51189 -0.11247
C 2.49299 -0.29608 1.06775
O 1.83239 0.67613 1.68735
H 2.99771 -0.94306 1.77563
H 1.32748 1.16567 1.00772
*
```

Mulliken atomic charge list, values in e, 2 entries:
1. C -0.86
2. C -0.45



(4)
Here is C3H8O2S in the gas phase in a non-equilibrium geometry from the Open Molecules 2025 dataset. Energies are from ωB97M-V with the def2-TZVPD basis set.

Calculated total energy (eV): -18166.579
LUMO (eV): 0.441
ΔE to the lowest compared entry with this formula, charge and spin (eV): 4.666
SMILES string: CC(C)SOO
Strongest force on any atom (eV/Å): 4.488
Highest occupied orbital energy (hartree): -0.337
Molar mass (g mol⁻¹): 108.16

Structure (ORCA input):
```
! RIJCOSX wB97M-V def2-TZVPD def2/J DEFGRID3
* xyz 0 1
C -1.23527 0.75118 -0.99605
C -0.79895 -1.52550 0.01224
C -0.29505 -0.09493 -0.05554
O 2.68770 1.75423 1.15711
O 2.36332 0.31067 0.74994
S 1.59184 -0.05427 -0.57959
H -2.24082 0.59649 -0.58000
H -0.83595 1.77987 -1.00058
H -1.10078 0.21692 -1.89792
H -1.90174 -1.57318 0.33485
H -0.22224 -2.12504 0.83294
H -0.70893 -2.23455 -0.84717
H -0.34975 0.49521 0.86149
H 3.04662 1.70289 2.00830
*
```

Mulliken atomic charge list, values in e, 2 entries:
1. C -1.23
2. C -1.12



(5)
Here is 2 unconnected molecules or ions with the total composition C3H8O2S in a non-equilibrium geometry from the Open Molecules 2025 dataset. Energies are from ωB97M-V with the def2-TZVPD basis set.

Calculated total energy (eV): -18166.575
LUMO (eV): 0.554
ΔE to the lowest compared entry with this formula, charge and spin (eV): 4.670
SMILES string: C=CC.OOS
Strongest force on any atom (eV/Å): 1.024
Highest occupied orbital energy (hartree): -0.354
Molar mass (g mol⁻¹): 108.16

Structure (ORCA input):
```
! RIJCOSX wB97M-V def2-TZVPD def2/J DEFGRID3
* xyz 0 1
C 0.75371 -1.26573 0.35272
C 1.36334 1.06602 -0.27079
C 1.66274 -0.32589 0.17525
O -4.38569 -0.75065 -0.44000
O -3.37196 -0.39234 0.53102
S -2.57037 0.97533 0.18531
H 1.01960 -2.25856 0.67201
H -3.45102 1.84965 0.72620
H -0.29450 -1.07577 0.18902
H 1.67161 1.78175 0.49113
H 0.30222 1.19996 -0.46243
H 1.91819 1.29487 -1.18038
H 2.70979 -0.54188 0.34915
H -4.21613 -1.69182 -0.59454
*
```

Mulliken atomic charge list, values in e, 2 entries:
1. C -0.56
2. C -0.74



(6)
Here is 2 unconnected molecules or ions with the total composition C3H8O2S in a non-equilibrium geometry from the Open Molecules 2025 dataset. Energies are from ωB97M-V with the def2-TZVPD basis set.

Calculated total energy (eV): -18168.743
LUMO (eV): 0.416
ΔE to the lowest compared entry with this formula, charge and spin (eV): 2.502
SMILES string: C[C@]1(O)CS1.O
Strongest force on any atom (eV/Å): 6.338
Highest occupied orbital energy (hartree): -0.310
Molar mass (g mol⁻¹): 108.16

Structure (ORCA input):
```
! RIJCOSX wB97M-V def2-TZVPD def2/J DEFGRID3
* xyz 0 1
C 1.12701 0.03844 -0.66377
C -0.94537 -1.25355 -1.02321
C -0.16090 -0.47051 0.02574
O -0.18169 -1.09311 1.20825
O -0.15665 1.61142 1.32435
S -1.64319 0.36899 -0.68688
H 1.00673 0.53500 -1.69491
H 1.60913 0.62870 0.06237
H 1.64786 -0.81879 -0.69921
H -1.47634 -2.00901 -0.68440
H -0.59159 -1.36824 -1.94775
H -0.42904 -0.38378 1.78799
H 0.37854 1.77336 2.09331
H -0.18451 2.44108 0.89810
*
```

Mulliken atomic charge list, values in e, 2 entries:
1. C -1.32
2. C -1.10



(7)
Here is 2 unconnected molecules or ions with the total composition C3H8O2S in a non-equilibrium geometry from the Open Molecules 2025 dataset. Energies are from ωB97M-V with the def2-TZVPD basis set.

Calculated total energy (eV): -18161.410
LUMO (alpha / beta) (eV): -4.361 / -9.384
ΔE to the lowest compared entry with this formula, charge and spin (eV): 0.771
Strongest force on any atom (eV/Å): 1.121
Highest occupied orbital energy (alpha / beta) (hartree): -0.458 / -0.458
Molar mass (g mol⁻¹): 108.16

Structure (ORCA input):
```
! RIJCOSX wB97M-V def2-TZVPD def2/J DEFGRID3
* xyz 1 2
C -2.42867 -0.79319 -1.50287
C -2.66415 -2.01053 -2.41834
S -2.60299 -3.55063 -1.51102
H -1.40154 -0.45717 -1.52474
H -3.00658 0.02852 -1.91217
H -2.75522 -1.08575 -0.51667
H -2.01806 -2.13946 -3.29166
H -3.70185 -1.98145 -2.78268
H -3.44844 -4.28141 -2.27111
O 4.18434 4.35403 1.85888
C 4.16330 3.38776 2.55930
O 3.03880 2.79949 3.00964
H 5.06433 2.88777 2.91253
H 2.31538 3.12763 2.45336
*
```

Mulliken atomic charge list, values in e, 2 entries:
1. C -0.99
2. C -0.37



(8)
Here is C3H8O2S2 in the gas phase in a non-equilibrium geometry from the Open Molecules 2025 dataset. Energies are from ωB97M-V with the def2-TZVPD basis set.

Calculated total energy (eV): -29004.628
LUMO (eV): 0.555
ΔE to the lowest compared entry with this formula, charge and spin (eV): 2.220
SMILES string: OC[C@@](O)(S)CS
Strongest force on any atom (eV/Å): 4.799
Highest occupied orbital energy (hartree): -0.324
Molar mass (g mol⁻¹): 140.23

Structure (ORCA input):
```
! RIJCOSX wB97M-V def2-TZVPD def2/J DEFGRID3
* xyz 0 1
C -1.50890 -0.51220 0.07895
C 0.47859 1.09312 0.32161
C 0.06262 -0.58175 0.11608
O -1.89122 0.42474 -0.82709
O 0.52167 -1.43472 1.11278
S 2.15257 1.16922 1.07626
S 0.75771 -1.18359 -1.41969
H -1.79979 -0.31216 1.10278
H -1.73369 -1.48844 -0.25087
H 0.41176 1.40771 -0.70632
H -0.27035 1.38870 1.03097
H -1.78706 1.33264 -0.44374
H 1.39527 -1.74531 1.03200
H 3.07052 0.83397 0.08256
H 0.14029 -0.39191 -2.30630
*
```

Mulliken atomic charge list, values in e, 2 entries:
1. C -0.83
2. C -0.88